Entry 1:
This record from the Open Molecules 2025 dataset describes a single C6H9N molecule. The level of theory is ωB97M-V/def2-TZVPD.

Output
energy above the lowest of the compared OMol25 structures with the same formula, charge and spin: 12.5 kcal/mol
SMILES string: Cc1ccc(C)[nH]1
highest occupied orbital energy: -7.673 eV
frontier orbital gap: 0.3204 Eh

ORCA input file:
```
! wB97M-V def2-TZVPD RIJCOSX def2/J DEFGRID3
* xyz 0 1
C -2.551 -0.337 0.087
C -1.104 0.027 0.003
C -0.612 1.290 0.129
C 0.794 1.235 0.195
C 1.177 -0.090 0.142
C 2.561 -0.575 -0.187
N -0.052 -0.847 -0.047
H -2.827 -0.604 1.114
H -3.130 0.553 -0.182
H -2.863 -1.152 -0.574
H -1.215 2.173 0.217
H 1.387 2.152 0.203
H 2.494 -1.025 -1.183
H 3.204 0.316 -0.210
H 3.059 -1.289 0.483
H -0.322 -1.828 -0.190
*
```

---

Entry 2:
This record from the Open Molecules 2025 dataset describes a single C6H9N molecule. The level of theory is ωB97M-V/def2-TZVPD.

Output
energy above the lowest of the compared OMol25 structures with the same formula, charge and spin: 161.2 kcal/mol
highest occupied orbital energy: -7.686 eV
frontier orbital gap: 0.2977 Eh

ORCA input file:
```
! wB97M-V def2-TZVPD RIJCOSX def2/J DEFGRID3
* xyz 0 1
C -1.757 2.342 0.044
C -0.919 1.532 -0.651
C -0.407 0.590 -1.384
C 0.610 -0.463 -1.079
N 1.104 -0.434 0.299
C 1.509 -1.717 0.856
C 0.249 -1.065 1.290
H -2.707 1.964 0.410
H -1.055 2.044 -1.797
H -1.536 3.396 0.174
H 0.134 -1.434 -1.332
H 1.467 -0.367 -1.752
H 2.393 -1.704 1.493
H 1.414 -2.607 0.229
H -0.684 -1.517 0.947
H 0.186 -0.560 2.252
*
```

---

Entry 3:
This record from the Open Molecules 2025 dataset describes a molecular structure, C6H9N. The level of theory is ωB97M-V/def2-TZVPD.

Output
energy above the lowest of the compared OMol25 structures with the same formula, charge and spin: 76.8 kcal/mol
highest occupied orbital energy: -8.263 eV
frontier orbital gap: 0.3470 Eh

ORCA input file:
```
! wB97M-V def2-TZVPD RIJCOSX def2/J DEFGRID3
* xyz 0 1
C 1.986 0.385 -0.017
N 0.881 -0.514 -0.304
C -0.031 -1.023 0.712
C -1.273 -0.109 0.829
C -1.013 1.035 -0.134
C -0.314 -0.040 -1.019
C -1.146 -1.132 -0.268
H 1.855 1.062 0.842
H 2.182 0.995 -0.908
H 2.881 -0.222 0.157
H 0.271 -1.695 1.509
H -1.951 -0.150 1.678
H -0.415 1.885 0.221
H -1.936 1.394 -0.598
H -0.211 0.088 -2.098
H -1.732 -1.981 -0.597
*
```

---

Entry 4:
This record from the Open Molecules 2025 dataset describes 2 unconnected molecules or ions with the total composition C6H9N. The level of theory is ωB97M-V/def2-TZVPD.

Output
energy above the lowest of the compared OMol25 structures with the same formula, charge and spin: 162.2 kcal/mol
highest occupied orbital energy (spin up / spin down): -7.413 / -7.199 eV
frontier orbital gap (spin up / spin down): 0.2963 / 0.2694 Eh

ORCA input file:
```
! wB97M-V def2-TZVPD RIJCOSX def2/J DEFGRID3
* xyz 0 1
C -1.326 -1.954 0.872
C -1.069 -0.561 0.481
C -1.373 0.545 -0.005
C -1.164 1.823 -0.423
C 1.093 0.709 0.455
C 1.562 0.040 -0.749
N 2.425 0.409 0.392
H -0.631 -2.646 0.380
H -2.344 -2.239 0.585
H -1.223 -2.096 1.954
H -1.544 2.653 0.168
H -1.063 2.020 -1.490
H 0.445 0.792 1.300
H 1.742 0.623 -1.649
H 1.350 -1.016 -0.908
H 2.770 -0.328 1.002
*
```

---

Entry 5:
This record from the Open Molecules 2025 dataset describes a single C6H9N molecule. The level of theory is ωB97M-V/def2-TZVPD.

Output
energy above the lowest of the compared OMol25 structures with the same formula, charge and spin: 82.2 kcal/mol
SMILES string: Cc1c[nH]c(C)c1
highest occupied orbital energy (spin up / spin down): -7.483 / -7.483 eV
frontier orbital gap (spin up / spin down): 0.2962 / 0.2962 Eh

ORCA input file:
```
! wB97M-V def2-TZVPD RIJCOSX def2/J DEFGRID3
* xyz 0 1
C 1.766 -1.609 -0.478
C 0.830 -0.645 0.172
C -0.370 -1.031 0.787
N -0.889 0.138 1.318
C -0.337 1.215 0.675
C -1.412 1.661 -0.286
C 0.869 0.764 0.137
H 1.201 -2.364 -1.036
H 2.340 -2.144 0.287
H 2.470 -1.118 -1.156
H -1.129 -1.373 0.055
H -1.844 0.176 1.644
H -2.373 1.924 0.166
H -1.101 2.391 -1.032
H -1.569 0.658 -0.788
H 1.549 1.358 -0.466
*
```

---

Entry 6:
This record from the Open Molecules 2025 dataset describes a single C6H9N molecule. The level of theory is ωB97M-V/def2-TZVPD.

Output
energy above the lowest of the compared OMol25 structures with the same formula, charge and spin: 81.4 kcal/mol
SMILES string: CC1(C2=NC2)CC1
highest occupied orbital energy: -9.480 eV
frontier orbital gap: 0.3867 Eh

ORCA input file:
```
! wB97M-V def2-TZVPD RIJCOSX def2/J DEFGRID3
* xyz 0 1
C 0.935 1.631 0.255
C 0.338 0.284 -0.001
C -1.109 0.142 0.198
N -2.217 0.705 0.344
C -2.243 -0.839 0.470
C 1.135 -0.931 0.203
C 0.850 -0.557 -1.209
H 0.055 2.348 0.257
H 1.634 1.985 -0.504
H 1.424 1.714 1.237
H -2.775 -1.439 -0.378
H -2.480 -1.361 1.515
H 0.506 -1.763 0.653
H 2.160 -0.866 0.543
H 1.506 0.060 -1.715
H 0.279 -1.114 -1.868
*
```

---

Entry 7:
This record from the Open Molecules 2025 dataset describes 2 unconnected molecules or ions with the total composition C6H9N. The level of theory is ωB97M-V/def2-TZVPD.

Output
energy above the lowest of the compared OMol25 structures with the same formula, charge and spin: 108.6 kcal/mol
highest occupied orbital energy: -7.239 eV
frontier orbital gap: 0.2463 Eh

ORCA input file:
```
! wB97M-V def2-TZVPD RIJCOSX def2/J DEFGRID3
* xyz 0 1
C 1.350 -1.182 -1.442
C 0.382 -0.807 -0.372
C -0.110 0.514 0.077
C 0.268 1.654 -0.519
C -1.046 0.370 1.229
C -1.053 -0.974 1.391
N -0.198 -1.656 0.426
H 1.368 -0.424 -2.228
H 1.092 -2.142 -1.897
H 2.365 -1.258 -1.032
H -0.121 2.602 -0.153
H 0.953 1.682 -1.365
H -1.954 3.433 1.868
H -1.801 2.698 1.796
H -1.569 -1.625 2.090
H -0.058 -2.659 0.371
*
```

---

Entry 8:
This record from the Open Molecules 2025 dataset describes a single C6H9N molecule. The level of theory is ωB97M-V/def2-TZVPD.

Output
energy above the lowest of the compared OMol25 structures with the same formula, charge and spin: 50.8 kcal/mol
SMILES string: [H]/N=C(\C)C(C)=C=C
highest occupied orbital energy: -9.001 eV
frontier orbital gap: 0.3656 Eh

ORCA input file:
```
! wB97M-V def2-TZVPD RIJCOSX def2/J DEFGRID3
* xyz 0 1
H -2.449 -1.153 0.124
N -1.867 -0.334 -0.048
C -0.639 -0.613 0.151
C -0.162 -1.969 0.608
C 0.392 0.466 -0.061
C 1.872 0.200 0.099
C -0.132 1.611 -0.434
C -0.923 2.560 -0.839
H 0.766 -2.278 0.120
H -0.931 -2.717 0.399
H 0.018 -1.957 1.689
H 2.454 1.078 -0.193
H 2.197 -0.636 -0.532
H 2.139 -0.051 1.134
H -1.201 2.610 -1.889
H -1.399 3.250 -0.148
*
```

---

Entry 9:
This record from the Open Molecules 2025 dataset describes a single C6H9N molecule. The level of theory is ωB97M-V/def2-TZVPD.

Output
energy above the lowest of the compared OMol25 structures with the same formula, charge and spin: 66.6 kcal/mol
SMILES string: CC#CC[C@H]1CN1
highest occupied orbital energy: -9.348 eV
frontier orbital gap: 0.3820 Eh

ORCA input file:
```
! wB97M-V def2-TZVPD RIJCOSX def2/J DEFGRID3
* xyz 0 1
C 2.662 0.691 2.349
C 1.766 0.338 1.248
C 1.021 -0.085 0.402
C 0.104 -0.763 -0.512
C -1.340 -0.293 -0.391
C -2.024 0.478 -1.455
N -2.266 -0.956 -1.300
H 2.349 1.608 2.857
H 3.696 0.812 2.010
H 2.639 -0.133 3.067
H 0.146 -1.821 -0.250
H 0.421 -0.680 -1.560
H -1.681 -0.104 0.628
H -1.473 0.741 -2.356
H -2.813 1.173 -1.164
H -3.154 -1.124 -0.840
*
```

---

Entry 10:
This record from the Open Molecules 2025 dataset describes a single C6H9N molecule. The level of theory is ωB97M-V/def2-TZVPD.

Output
energy above the lowest of the compared OMol25 structures with the same formula, charge and spin: 32.8 kcal/mol
SMILES string: CC1=CCC(C)=N1
highest occupied orbital energy: -8.496 eV
frontier orbital gap: 0.3478 Eh

ORCA input file:
```
! wB97M-V def2-TZVPD RIJCOSX def2/J DEFGRID3
* xyz 0 1
C -2.579 -0.424 0.223
C -1.147 0.001 0.165
C -0.669 1.270 0.067
C 0.747 1.127 -0.270
C 0.987 -0.311 -0.032
C 2.366 -0.869 0.037
N -0.134 -0.967 0.075
H -2.667 -1.455 0.576
H -3.164 0.239 0.868
H -3.014 -0.373 -0.783
H -1.211 2.197 0.223
H 1.473 1.922 -0.089
H 0.863 0.646 -1.336
H 2.423 -1.873 -0.381
H 3.107 -0.220 -0.446
H 2.620 -0.910 1.102
*
```